Record 1
CH2O2S3 | wB97M-V/def2-TZVPD

Last column: Löwdin charge in e.
Atoms and positions in Å:
C  1.35047  0.83324  0.10683  -1.04
O  -1.16230  -1.28641  -0.96642  -0.53
O  -1.95148  -0.29085  1.06028  -0.44
S  0.02151  1.57437  -0.57847  0.58
S  1.45936  -0.87424  0.36919  0.68
S  -1.94953  -0.16994  -0.34271  0.75
H  2.19126  1.48188  0.60715  0.06
H  0.04071  -1.26805  -0.25586  -0.05

Properties
DFT total energy = -37668.264 eV
multiplicity = 1
gap between HOMO and LUMO (alpha / beta) = 8.22 / 8.22 eV

---

Record 2
CH2O3 | wB97M-V/def2-TZVPD

Last column: Löwdin charge in e.
Atoms and positions in Å:
C  -0.04335  0.25913  -0.26988  -0.53
O  0.51792  -0.72801  0.46265  -0.03
O  -1.21453  0.52057  -0.05392  0.06
O  -0.32778  -1.38350  1.17166  0.08
H  0.85648  1.10417  -0.03149  0.26
H  0.21126  0.22763  -1.27902  0.16

Properties
DFT total energy = -7204.021 eV
multiplicity = 1
gap between HOMO and LUMO (alpha / beta) = 6.94 / 6.93 eV

---

Energy above the lowest of the compared OMol25 structures with the same formula, charge and spin / kcal/mol: 21.7; 196.6